This record from OMol25 describes a molecular structure, CH2N4O3 in a non-equilibrium geometry. The level of theory is ωB97M-V/def2-TZVPD.

Kohn-Sham gap: 9.79 eV
energy above the lowest of the compared OMol25 structures with the same formula, charge and spin: 378.2 kJ/mol
LUMO energy: -0.166 eV

```
! wB97M-V def2-TZVPD RIJCOSX def2/J DEFGRID3
* xyz 0 1
C -0.3158 0.6600 -0.2931
H -2.5374 -1.4270 -0.3542
H 1.1940 -1.8850 0.6991
N -1.3362 0.1901 -0.7932
N 0.1590 2.0205 -0.3927
N 1.1730 2.0282 0.2965
N 0.4095 -0.0447 0.6086
O -1.2935 -1.1645 -0.4398
O 1.5692 0.8107 0.7663
O 0.9781 -1.1884 -0.0975
*
```

natural (NBO) atomic charge list, values in e, 6 entries: 0.33 0.47 0.49 -0.11 -0.16 0.18